(1)
C5H8N2 | ωB97M-V with the def2-TZVPD basis set

Values from the calculation:
energy relative to the best compared isomer or geometry (same formula, charge and spin) = 1.6645 eV
SMILES string = Cc1ccn(C)n1

Each line ends with the Löwdin charge.
Element x y z (Å)
C (-2.630, -0.459, 0.186)  -0.04
C (-1.103, -0.357, -0.071)  -0.34
C (-0.652, 0.906, -0.497)  -0.08
C (0.701, 0.885, -0.399)  -0.14
N (1.115, -0.344, -0.046)  -0.15
C (2.600, -0.438, 0.238)  -0.02
N (-0.056, -1.170, 0.187)  0.11
H (-3.183, -0.002, -0.651)  0.07
H (-2.886, 0.185, 1.045)  0.08
H (-3.091, -1.431, 0.378)  0.06
H (-1.245, 1.716, -0.877)  0.10
H (1.382, 1.720, -0.429)  0.11
H (2.974, 0.592, 0.387)  0.08
H (3.231, -0.832, -0.576)  0.08
H (2.850, -0.974, 1.153)  0.08

Cartesian forces, eV/Å:
C 0.36 -0.23 -0.03
C 0.44 0.22 -0.02
C -0.07 0.28 -0.17
C -0.10 0.22 -0.08
N -0.67 0.41 0.34
C -0.41 -0.31 0.13
N 0.95 0.81 0.20
H 0.44 -0.27 0.09
H 0.34 -0.30 -0.16
H 0.53 -0.06 -0.09
H -0.18 0.20 0.24
H 0.13 -0.10 -0.42
H -0.54 -0.45 -0.03
H -0.79 -0.22 0.06
H -0.42 -0.20 -0.07


(2)
C6H10BrNO4 | ωB97M-V with the def2-TZVPD basis set

Values from the calculation:
energy relative to the best compared isomer or geometry (same formula, charge and spin) = 2.0193 eV
SMILES string = O=[N+]([O-])[C@]1(Br)[C@H](O)CCC[C@@H]1O

Each line ends with the Löwdin charge.
Element x y z (Å)
O (-2.486, 0.554, 1.658)  -0.03
N (-1.313, 0.241, 1.391)  -0.34
O (-0.430, 0.159, 2.223)  0.09
C (-1.015, -0.023, -0.118)  -0.51
Br (-2.791, 0.077, -0.970)  0.87
C (-0.235, -1.344, -0.628)  -0.42
O (-0.943, -2.501, -0.440)  0.00
C (1.023, -1.359, 0.176)  -0.13
C (1.803, -0.070, -0.210)  -0.20
C (1.129, 1.190, 0.175)  -0.19
C (-0.226, 1.325, -0.457)  -0.38
O (-0.946, 2.415, 0.061)  0.00
H (-0.160, -1.084, -1.756)  0.18
H (-1.748, -2.654, -0.871)  0.06
H (1.657, -2.306, -0.156)  0.17
H (0.801, -1.368, 1.284)  0.13
H (2.783, -0.091, 0.250)  0.12
H (1.932, -0.070, -1.250)  0.10
H (1.204, 1.388, 1.274)  0.13
H (1.800, 1.999, -0.261)  0.15
H (-0.046, 1.384, -1.643)  0.19
H (-1.792, 2.137, 0.267)  0.00

Cartesian forces, eV/Å:
O 2.11 -0.27 0.10
N -2.00 -0.89 1.06
O -0.52 -0.08 -0.75
C -0.21 1.25 -0.85
Br 0.62 -0.42 -0.48
C -1.97 2.09 -0.51
O 1.86 -1.03 1.87
C 2.18 -1.26 -0.50
C 0.05 -1.64 1.61
C 1.91 2.64 0.38
C -0.36 -1.06 -1.39
O 3.25 0.89 -1.10
H 0.47 -0.46 1.65
H -1.68 0.48 -1.31
H -1.31 1.86 0.92
H 0.31 -0.35 -1.43
H 0.26 -0.08 0.02
H 0.39 -0.15 -1.70
H -0.65 -0.28 -0.97
H -0.94 -0.55 0.43
H -0.78 -0.15 2.44
H -2.99 -0.54 0.52


(3)
C7H8N2O2 | ωB97M-V with the def2-TZVPD basis set

Values from the calculation:
energy relative to the best compared isomer or geometry (same formula, charge and spin) = 9.9382 eV

Each line ends with the Löwdin charge.
Element x y z (Å)
C (2.650, 0.194, 0.966)  -0.13
C (0.367, 1.611, -0.499)  0.10
C (-0.729, 0.832, -0.426)  -0.16
C (-1.893, 1.296, 0.131)  0.03
C (-2.994, 0.489, 0.327)  -0.01
C (-2.838, -0.833, 0.068)  -0.03
C (-0.700, -0.582, -0.642)  -0.06
H (2.515, -2.517, -0.094)  -0.19
H (2.827, 0.909, 1.570)  -0.01
H (2.064, -0.570, 0.827)  -0.04
H (2.943, -0.706, -0.593)  -0.05
H (-2.014, 2.335, 0.225)  0.12
H (-3.851, 0.875, 0.518)  0.06
H (-3.606, -1.559, 0.383)  0.13
H (0.312, -1.008, -1.135)  0.16
N (3.294, 0.142, -0.137)  0.03
N (-1.684, -1.378, -0.462)  0.13
O (2.011, -1.908, -0.364)  -0.33
O (1.325, 2.375, -0.661)  0.25

Cartesian forces, eV/Å:
C 2.81 -0.71 -5.74
C 8.56 6.38 -1.73
C -0.56 -1.90 1.07
C -1.57 1.01 -0.41
C 5.65 -1.27 -1.63
C 1.04 -2.50 -0.03
C 4.98 -0.77 -2.98
H 6.02 -7.76 3.22
H 0.88 4.81 4.68
H -4.67 -4.57 1.79
H -0.28 -0.64 -0.46
H -0.11 1.31 0.55
H -5.44 2.43 1.79
H 0.32 0.36 -0.64
H -2.08 0.37 1.51
N 2.10 2.78 0.42
N -2.54 -0.01 1.27
O -7.39 6.46 -4.00
O -7.70 -5.76 1.30


(4)
C5H7Br | ωB97M-V with the def2-TZVPD basis set

Values from the calculation:
energy relative to the best compared isomer or geometry (same formula, charge and spin) = 2.4952 eV
SMILES string = C#CCC=C.Br

Each line ends with the Löwdin charge.
Element x y z (Å)
C (-2.603, -1.254, -0.771)  0.11
C (-1.517, -1.072, -0.282)  -0.17
C (-0.234, -0.676, 0.211)  -0.24
C (0.276, 0.755, -0.144)  -0.19
C (0.957, 0.908, -1.253)  0.02
H (-3.633, -1.299, -1.013)  0.02
H (0.364, -1.510, -0.039)  0.09
H (-0.198, -0.771, 1.420)  0.14
H (0.259, 1.604, 0.522)  0.08
H (1.460, 1.759, -1.333)  0.02
H (0.894, 0.106, -1.963)  0.08
Br (2.595, 1.007, 2.550)  0.37
H (1.381, 0.444, 2.096)  -0.34

Cartesian forces, eV/Å:
C 0.60 0.20 0.69
C -1.90 0.66 -0.51
C -0.17 1.20 3.82
C -0.02 -1.88 0.07
C -2.10 -2.96 0.50
H -0.13 -0.26 -0.31
H 1.72 -0.30 -0.69
H -0.51 0.23 -2.51
H -0.40 -0.32 0.61
H 2.06 3.47 -1.30
H 0.69 -0.03 -0.53
Br 0.20 0.06 0.15
H -0.04 -0.06 -0.01


(5)
C9H14O | ωB97M-V with the def2-TZVPD basis set

Values from the calculation:
energy relative to the best compared isomer or geometry (same formula, charge and spin) = 1.0317 eV
SMILES string = Cc1ccccc1.CCO

Each line ends with the Löwdin charge.
Element x y z (Å)
C (-0.503, 3.257, 1.208)  -0.07
C (-0.092, 1.830, 1.311)  -0.28
C (1.209, 1.462, 0.999)  -0.04
C (1.572, 0.098, 0.947)  -0.09
C (0.613, -0.831, 1.250)  -0.13
C (-0.729, -0.499, 1.465)  -0.10
C (-1.048, 0.837, 1.550)  -0.05
H (-1.131, 3.526, 0.344)  0.09
H (0.333, 3.971, 1.187)  0.08
H (-1.141, 3.579, 2.032)  0.07
H (1.973, 2.187, 0.775)  0.10
H (2.631, -0.143, 0.832)  0.11
H (1.026, -1.846, 1.271)  0.11
H (-1.472, -1.263, 1.561)  0.10
H (-2.054, 1.117, 1.832)  0.11
C (0.657, -1.659, -2.252)  -0.10
C (-0.563, -2.098, -1.472)  -0.29
O (-1.615, -2.473, -2.385)  -0.10
H (0.834, -2.296, -3.093)  0.07
H (1.508, -1.580, -1.543)  0.07
H (0.763, -0.677, -2.733)  0.08
H (-0.220, -3.056, -1.030)  0.12
H (-1.049, -1.403, -0.821)  0.08
H (-1.505, -2.041, -3.236)  0.07

Cartesian forces, eV/Å:
C -0.45 1.44 0.23
C 0.20 0.08 -0.77
C 0.05 -1.05 -0.20
C 0.00 1.88 0.90
C 0.63 -1.41 -0.38
C 1.13 0.24 0.22
C -0.17 0.01 0.08
H 0.33 -0.58 -0.12
H -0.02 -0.42 0.02
H 0.07 -0.17 0.36
H -0.03 0.40 0.00
H -0.45 -0.21 -0.17
H -0.87 0.00 0.01
H -0.25 -0.25 0.29
H -0.10 0.14 -0.22
C 1.31 1.71 0.90
C -0.19 -1.09 -2.19
O -0.31 -0.39 -0.07
H 0.37 -1.09 -0.06
H -0.18 -0.69 -0.55
H -1.16 0.33 0.33
H -0.61 0.67 0.49
H 0.56 0.37 0.75
H 0.14 0.11 0.13


(6)
C23H71BFN3O20 | ωB97M-V with the def2-TZVPD basis set

Each line ends with the Löwdin charge.
Element x y z (Å)
C (1.509, -2.762, 0.921)  0.12
C (0.536, -3.252, 1.427)  -0.11
C (-0.658, -3.851, 2.054)  -0.12
C (-1.896, -2.935, 2.009)  -0.19
B (-2.988, -3.644, 2.974)  -0.50
N (-4.258, -2.976, 3.348)  0.15
O (-2.755, -4.934, 3.480)  0.12
C (-2.682, -2.950, 0.665)  -0.42
O (-2.634, -3.777, -0.207)  0.13
N (-3.387, -1.759, 0.731)  0.15
C (-2.384, -0.725, 1.030)  -0.34
C (-3.179, 0.569, 1.316)  -0.08
C (-2.362, 1.881, 1.450)  -0.18
C (-2.250, 2.765, 0.205)  -0.18
C (-1.200, 3.884, 0.462)  -0.20
C (-0.508, 4.367, -0.827)  -0.22
C (0.603, 3.402, -1.290)  -0.20
C (1.729, 4.093, -2.108)  -0.19
C (3.135, 3.674, -1.629)  -0.19
C (4.227, 4.126, -2.635)  -0.20
C (5.145, 5.209, -2.009)  -0.25
C (5.357, 6.415, -2.938)  -0.12
C (-1.207, -0.610, 0.037)  -0.07
C (-1.469, -0.366, -1.480)  -0.07
C (-2.904, -0.441, -1.971)  -0.48
N (-3.310, -1.701, -2.555)  0.12
O (-3.692, 0.464, -1.954)  0.11
C (-1.694, -1.418, 2.281)  -0.15
C (-2.098, -0.977, 3.694)  -0.05
C (-1.535, 0.354, 4.134)  -0.46
O (-2.199, 1.222, 4.595)  0.16
F (-0.206, 0.522, 4.016)  0.11
H (2.387, -2.220, 0.659)  0.01
H (-0.397, -4.101, 3.078)  0.10
H (-0.889, -4.765, 1.504)  0.13
H (-4.970, -3.565, 2.908)  0.10
H (-4.391, -3.165, 4.350)  0.06
H (-2.969, -5.599, 2.812)  0.12
H (-4.086, -1.558, 0.027)  0.14
H (-3.723, 0.451, 2.255)  0.11
H (-3.948, 0.696, 0.552)  0.11
H (-1.356, 1.695, 1.833)  0.09
H (-2.864, 2.475, 2.219)  0.12
H (-1.911, 2.221, -0.672)  0.08
H (-3.188, 3.262, -0.041)  0.12
H (-0.408, 3.467, 1.094)  0.07
H (-1.646, 4.724, 0.999)  0.11
H (-0.088, 5.364, -0.696)  0.09
H (-1.238, 4.414, -1.634)  0.10
H (0.143, 2.682, -1.973)  0.09
H (1.047, 2.865, -0.451)  0.09
H (1.645, 3.794, -3.156)  0.10
H (1.600, 5.177, -2.050)  0.10
H (3.163, 2.583, -1.552)  0.11
H (3.281, 4.112, -0.645)  0.08
H (4.845, 3.282, -2.908)  0.06
H (3.778, 4.513, -3.551)  0.09
H (4.746, 5.573, -1.060)  0.09
H (6.127, 4.778, -1.803)  0.10
H (6.043, 7.125, -2.468)  0.06
H (5.783, 6.114, -3.895)  0.06
H (4.409, 6.914, -3.143)  0.07
H (-0.597, 0.213, 0.414)  0.12
H (-0.568, -1.489, 0.107)  0.09
H (-0.924, -1.126, -2.043)  0.11
H (-1.032, 0.582, -1.786)  0.10
H (-2.566, -2.100, -3.112)  0.09
H (-3.606, -2.362, -1.848)  0.06
H (-0.646, -1.119, 2.202)  0.13
H (-3.169, -0.939, 3.864)  0.11
H (-1.695, -1.720, 4.398)  0.14
O (2.141, 4.156, 1.479)  -0.04
H (1.734, 3.427, 1.958)  0.04
H (1.580, 4.912, 1.680)  0.05
O (4.915, 2.614, -5.266)  -0.10
H (5.529, 1.878, -5.125)  -0.02
H (4.092, 2.190, -5.533)  0.05
O (-6.826, -1.109, 3.591)  -0.07
H (-5.943, -1.423, 3.351)  -0.01
H (-6.680, -0.557, 4.364)  0.03
O (4.406, -2.420, -0.380)  -0.05
H (4.249, -3.087, -1.059)  0.06
H (5.006, -2.851, 0.239)  0.06
O (4.450, 5.446, -6.329)  -0.08
H (5.064, 4.715, -6.186)  0.00
H (3.630, 5.002, -6.580)  -0.01
O (-1.073, 6.570, -2.863)  -0.05
H (-1.930, 6.997, -2.756)  0.04
H (-0.516, 7.251, -3.256)  0.04
O (0.412, -6.123, 4.264)  -0.05
H (0.501, -5.564, 5.042)  0.05
H (-0.543, -6.250, 4.167)  0.01
O (-3.922, -2.698, 6.327)  -0.04
H (-3.041, -3.027, 6.121)  0.04
H (-3.791, -2.157, 7.113)  0.06
O (-6.175, -0.852, -4.103)  -0.07
H (-6.908, -1.331, -3.707)  0.03
H (-5.499, -0.830, -3.411)  -0.01
O (5.900, -0.962, -2.570)  -0.04
H (5.256, -1.448, -2.040)  0.01
H (6.735, -1.077, -2.106)  0.06
O (5.877, 1.655, -3.581)  -0.07
H (5.600, 0.780, -3.251)  0.04
H (6.826, 1.567, -3.709)  0.09
O (4.628, 0.120, -5.986)  -0.05
H (5.289, -0.127, -6.638)  0.06
H (5.136, 0.475, -5.240)  0.00
O (-1.351, -8.276, 4.176)  -0.06
H (-1.680, -9.140, 4.446)  0.01
H (-0.407, -8.306, 4.377)  0.04
O (-3.062, -9.737, 6.326)  -0.05
H (-3.473, -8.922, 6.018)  0.04
H (-2.919, -9.591, 7.267)  0.05
O (-0.122, -11.507, 4.941)  -0.05
H (-0.578, -12.346, 4.824)  0.04
H (-0.741, -10.980, 5.460)  0.01
O (1.467, 5.134, -6.580)  -0.04
H (0.800, 5.261, -5.897)  0.04
H (1.047, 5.431, -7.393)  0.05

Cartesian forces, eV/Å:
C -0.05 0.26 0.51
C -0.18 -0.28 0.01
C 0.60 0.81 -0.92
C -0.30 -0.72 0.25
B -0.37 0.23 0.24
N 0.39 -0.48 0.13
O -0.14 0.52 -0.52
C 0.63 0.83 1.09
O -0.57 -0.47 -0.05
N 0.28 -0.36 -1.32
C -0.50 0.21 1.43
C 0.64 0.47 0.19
C -0.75 -0.07 -0.25
C 1.00 0.70 0.44
C 0.08 -0.26 -0.50
C 0.05 -0.67 0.34
C -0.11 0.48 -0.72
C 0.02 -0.76 0.43
C -0.36 0.30 -1.12
C 0.15 0.47 1.32
C 0.02 0.27 -0.83
C 0.13 -0.19 0.34
C -0.52 0.35 -0.67
C 0.13 -0.02 -0.29
C 0.00 -0.68 -0.51
N -0.12 0.73 -0.06
O -0.01 0.17 0.50
C 0.12 0.58 -0.05
C 0.40 -0.06 -0.07
C -1.30 0.22 0.24
O 0.37 0.09 0.06
F 0.20 -0.35 -0.21
H 0.03 -0.16 -0.31
H -0.05 -0.18 -0.02
H -0.03 -0.13 0.21
H -0.21 0.21 0.03
H -0.25 0.10 -0.25
H 0.31 -0.27 0.23
H 0.17 0.01 -0.15
H -0.04 -0.35 -0.06
H 0.11 0.03 -0.13
H 0.03 -0.14 0.00
H 0.16 0.01 0.06
H -0.17 -0.27 -0.08
H -0.19 -0.35 -0.06
H -0.11 0.11 0.16
H -0.08 -0.06 0.05
H -0.06 0.03 0.05
H -0.08 0.36 0.04
H 0.02 -0.33 0.27
H -0.06 0.03 0.06
H -0.08 0.21 -0.05
H 0.17 0.04 -0.08
H -0.12 0.01 0.21
H 0.21 -0.24 0.13
H -0.19 0.14 -0.13
H -0.04 0.00 -0.01
H -0.05 -0.08 0.03
H 0.03 -0.06 0.19
H -0.07 0.11 -0.10
H -0.06 -0.02 -0.03
H 0.03 0.03 -0.03
H 0.05 0.04 -0.05
H -0.24 -0.04 0.12
H 0.07 -0.01 0.12
H -0.20 0.20 0.09
H 0.07 -0.28 0.27
H 0.11 -0.26 -0.11
H 0.14 -0.61 0.02
H 0.01 0.07 -0.09
H 0.08 0.04 -0.05
O 0.00 0.07 0.23
H 0.04 -0.01 0.02
H 0.01 0.01 -0.03
O -0.97 1.41 -2.30
H -0.61 1.53 -0.22
H 0.07 0.22 -0.31
O 0.11 0.00 -0.03
H 0.06 -0.06 0.01
H -0.04 0.01 0.00
O 0.22 -0.07 -0.33
H -0.19 -0.11 0.15
H -0.01 0.05 0.05
O 0.12 -0.08 -0.21
H -0.10 -0.10 0.16
H -0.10 0.19 0.16
O -0.01 0.23 -0.19
H -0.01 -0.04 0.01
H 0.03 -0.02 0.02
O -0.10 0.08 0.08
H 0.08 -0.05 0.02
H 0.02 0.01 -0.02
O 0.23 -0.01 0.08
H -0.01 -0.08 0.10
H -0.13 0.03 -0.01
O -0.04 -0.03 0.13
H -0.02 0.02 -0.03
H 0.15 0.02 -0.13
O 0.02 -0.15 -0.16
H 0.02 0.16 0.23
H -0.04 0.04 0.03
O 1.48 -1.98 1.87
H 0.35 0.04 0.48
H 0.34 -0.02 0.39
O 0.09 -0.59 0.16
H -0.03 -0.03 -0.07
H -0.35 -0.84 -0.31
O 0.01 -0.07 0.06
H -0.07 0.02 -0.03
H 0.02 0.04 -0.10
O 0.05 -0.01 -0.03
H 0.03 0.00 -0.03
H 0.02 -0.04 0.00
O -0.15 0.10 0.06
H 0.05 -0.02 -0.05
H 0.00 -0.06 0.08
O -0.11 -0.03 -0.09
H 0.08 -0.04 0.08
H 0.03 -0.01 -0.01


(7)
C5H10O | ωB97M-V with the def2-TZVPD basis set

Values from the calculation:
energy relative to the best compared isomer or geometry (same formula, charge and spin) = 2.2418 eV
SMILES string = O=CC1CCC1.[H][H]

Each line ends with the Löwdin charge.
Element x y z (Å)
O (-1.113, -2.338, 0.517)  0.02
C (-0.484, -1.448, 1.039)  -0.28
C (0.524, -0.588, 0.326)  -0.28
C (0.734, 0.900, 0.714)  -0.14
C (0.608, 1.295, -0.781)  -0.17
C (0.347, -0.186, -1.160)  -0.14
H (-0.562, -1.248, 2.134)  0.13
H (1.446, -1.163, 0.478)  0.15
H (1.713, 1.101, 1.157)  0.10
H (-0.026, 1.340, 1.368)  0.10
H (-0.222, 1.976, -0.999)  0.10
H (1.523, 1.716, -1.215)  0.10
H (1.104, -0.627, -1.813)  0.10
H (-0.638, -0.393, -1.586)  0.09
H (-2.514, -0.538, -0.096)  0.06
H (-2.441, 0.201, -0.083)  0.07

Cartesian forces, eV/Å:
O 0.31 0.39 0.33
C -0.03 -0.14 -0.26
C 0.14 -0.15 0.00
C 0.02 0.07 0.19
C -0.01 0.07 -0.07
C 0.01 -0.16 -0.15
H -0.08 -0.08 -0.15
H 0.06 0.07 -0.03
H -0.16 0.02 -0.04
H 0.02 -0.16 -0.11
H 0.17 -0.15 0.03
H -0.22 -0.09 0.12
H -0.15 0.07 0.02
H 0.17 -0.01 0.17
H -0.12 0.19 -0.04
H -0.14 0.06 -0.03


| no. | HOMO-LUMO gap (Eh) | lowest unoccupied orbital energy (Eh) |
| --- | --- | --- |
| 1 | 0.3621 | 0.0355 |
| 2 | 0.3761 | -0.0064 |
| 3 | 0.1355 | -0.1105 |
| 4 | 0.3933 | 0.0289 |
| 5 | 0.3659 | 0.0328 |
| 6 | 0.3331 | -0.0147 |
| 7 | 0.3949 | 0.0369 |